The following is a quantum chemistry calculation of C36H37FN9PRuS7 as an isolated structure, from the OMol25 dataset.

Properties
HOMO level (alpha / beta) ... -4.8 / -5.0 eV
⟨S²⟩ ... 8.779
Relative energy (zero: lowest compared OMol25 entry of this formula, charge and spin) ... 120.6 kJ/mol
Multiplicity ... 6
Net charge ... -1
LUMO energy (alpha / beta) ... 0.0421 / 0.0182 Eh

```
92
Properties=species:S:1:pos:R:3:mulliken_charge:R:1
Ru 0.018 0.840 0.458 0.787
S 0.892 0.412 2.770 -0.611
C 1.610 1.938 3.129 0.860
C 1.798 2.221 4.508 -0.310
N 1.964 2.418 5.631 -0.560
C 2.074 2.833 2.185 0.853
S 2.005 2.596 0.484 -0.381
C 2.711 4.030 2.616 -0.372
N 3.240 4.999 2.941 -0.535
C -3.165 -2.709 2.500 -1.659
C -2.615 -1.302 2.251 1.274
C -2.668 -0.470 3.535 -1.478
C -3.349 -0.622 1.105 1.314
C -4.689 -0.295 1.237 0.118
C -5.361 0.369 0.226 -1.630
C -4.683 0.734 -0.922 -1.028
C -3.348 0.401 -1.128 0.482
C -2.725 0.824 -2.454 0.540
C -1.717 1.958 -2.283 0.524
C -2.082 -0.331 -3.229 -1.446
C -2.674 -0.302 -0.104 -0.662
N -1.345 -0.749 -0.235 3.510
C -1.162 -2.079 -0.442 -1.306
C -2.140 -2.921 -1.020 -0.478
C -1.894 -4.258 -1.265 -0.915
C -0.681 -4.842 -0.929 -0.690
C 0.287 -4.059 -0.316 -0.688
C 0.033 -2.729 -0.089 -0.180
F 0.966 -2.008 0.583 0.105
H -2.584 -3.203 3.280 0.447
H -3.111 -3.312 1.593 0.338
H -4.206 -2.661 2.824 0.314
H -1.558 -1.389 1.992 -0.957
H -3.694 -0.258 3.839 0.268
H -2.145 0.474 3.391 0.128
H -2.168 -1.007 4.343 0.450
H -5.221 -0.547 2.146 0.360
H -6.407 0.620 0.343 0.367
H -5.211 1.276 -1.699 0.272
H -3.542 1.217 -3.069 0.513
H -0.892 1.652 -1.638 -0.419
H -2.178 2.836 -1.838 -0.861
H -1.295 2.237 -3.251 0.497
H -1.202 -0.703 -2.709 -0.035
H -1.768 0.025 -4.213 0.541
H -2.787 -1.152 -3.367 0.336
H -3.094 -2.481 -1.278 0.411
H -2.666 -4.863 -1.725 0.412
H -0.496 -5.890 -1.121 0.381
H 1.225 -4.487 0.014 0.504
N 1.209 0.246 -1.528 0.788
C 1.564 0.295 -2.634 -0.090
C 2.038 0.299 -3.946 -0.035
C 1.286 0.887 -4.982 -0.184
N 0.675 1.362 -5.838 -0.615
C 3.259 -0.333 -4.190 0.388
N 4.275 -0.885 -4.285 -0.690
C 6.076 -0.914 -1.066 -0.796
N 5.156 -2.109 -0.830 0.234
C 5.565 -2.761 0.472 -0.767
N 5.524 -1.832 1.546 0.193
C 6.402 -0.702 1.263 -0.883
N 6.042 -0.021 0.031 0.226
C 4.761 0.682 0.150 -1.481
P 3.297 -0.416 0.541 1.988
C 3.723 -1.698 -0.765 -0.799
C 4.165 -1.393 1.889 -1.529
H 5.748 -0.439 -1.988 0.363
H 7.084 -1.315 -1.199 0.329
H 5.265 -2.739 -1.628 0.383
H 6.586 -3.132 0.348 0.335
H 4.888 -3.595 0.663 0.386
H 7.428 -1.072 1.181 0.288
H 6.345 0.003 2.092 0.402
H 4.546 1.210 -0.781 0.428
H 4.843 1.433 0.938 0.432
H 3.452 -1.292 -1.728 -0.359
H 3.119 -2.589 -0.587 0.399
H 3.549 -2.266 2.123 0.524
H 4.214 -0.778 2.789 0.378
C -4.207 5.282 -1.954 -0.868
S -2.806 5.205 -0.797 -0.044
C -3.501 4.217 0.473 0.420
C -2.765 3.392 1.257 -0.427
S -1.072 3.119 1.106 -0.492
S -3.654 2.713 2.619 0.001
C -5.212 3.346 2.243 -0.006
S -6.573 2.999 3.093 -0.234
S -5.198 4.398 0.867 -0.176
H -3.852 5.822 -2.828 0.346
H -5.038 5.815 -1.498 0.350
H -4.504 4.272 -2.233 0.190
```

=====

The following is a quantum chemistry calculation of C36H37MnNOP2 as an isolated structure, from the OMol25 dataset.

Properties
HOMO level (alpha / beta) ... -4.7 / -5.6 eV
⟨S²⟩ ... 9.166
Relative energy (zero: lowest compared OMol25 entry of this formula, charge and spin) ... 127.0 kJ/mol
Multiplicity ... 6
LUMO energy (alpha / beta) ... 0.0139 / 0.0113 Eh

```
78
Properties=species:S:1:pos:R:3:mulliken_charge:R:1
Mn -0.132 0.915 -4.017 0.449
C -2.011 1.055 -5.799 0.029
C -1.801 -0.214 -5.317 0.106
C -1.220 -1.222 -6.228 -1.352
C 0.085 -0.786 -6.799 -1.382
C 0.974 0.088 -5.925 -0.295
C 0.871 1.427 -5.717 0.897
C 0.138 2.195 -6.744 -1.199
C -1.380 1.683 -6.965 -1.057
C 1.759 0.051 0.034 -1.558
H -2.921 1.694 -5.509 0.485
H -2.486 -0.642 -4.568 0.574
H -1.975 -1.349 -6.999 0.423
H -1.177 -2.151 -5.685 0.382
H 0.651 -1.706 -7.007 0.563
H -0.069 -0.290 -7.759 0.298
H 1.844 -0.492 -5.595 0.572
H 1.577 1.973 -5.105 -0.425
H 0.612 2.097 -7.757 0.357
H 0.097 3.286 -6.486 0.207
H -1.972 2.569 -7.256 0.552
H -1.367 0.937 -7.771 0.297
H 1.183 0.981 0.202 0.375
H 2.696 0.108 0.711 0.424
H 1.176 -0.848 0.362 0.345
P -1.864 -0.659 -2.108 1.421
P 2.392 -0.022 -1.695 1.485
C -0.258 -1.302 -2.837 0.236
C 1.023 -0.557 -2.770 -1.321
C -2.656 -2.220 -1.483 0.780
C -2.808 -3.088 -2.571 -0.283
C -3.549 -4.270 -2.470 -0.783
C -4.101 -4.635 -1.232 -0.484
C -3.895 -3.807 -0.107 -0.549
C -3.191 -2.589 -0.223 -0.443
C -3.069 0.446 -2.831 1.022
C -2.579 1.721 -3.331 -0.341
C -3.295 2.825 -2.905 -1.940
C -4.670 2.739 -2.620 -0.557
C -5.274 1.488 -2.692 -0.658
C -4.490 0.346 -2.735 -0.945
C 3.802 -1.106 -1.573 0.140
C 3.577 -2.462 -1.353 -0.657
C 4.668 -3.293 -1.190 -0.559
C 5.962 -2.810 -1.351 -0.488
C 6.148 -1.478 -1.709 -0.612
C 5.074 -0.634 -1.872 -0.152
C 2.841 1.638 -2.270 0.169
C 2.669 2.741 -1.423 -0.520
C 2.864 4.033 -1.885 -0.687
C 3.226 4.281 -3.212 -0.791
C 3.376 3.191 -4.060 -0.425
C 3.316 1.867 -3.575 0.091
H -0.191 -2.169 -3.547 0.323
H 1.636 -0.605 -3.689 0.023
H -2.392 -2.814 -3.535 0.117
H -3.698 -4.907 -3.344 0.400
H -4.696 -5.557 -1.132 0.344
H -4.327 -4.111 0.867 0.355
H -3.078 -1.935 0.648 0.407
H -1.749 1.932 -4.108 0.917
H -2.771 3.796 -2.972 0.373
H -5.198 3.637 -2.300 0.385
H -6.356 1.446 -2.566 0.396
H -4.975 -0.599 -2.508 0.459
H 2.570 -2.848 -1.286 0.391
H 4.523 -4.310 -0.881 0.411
H 6.839 -3.465 -1.195 0.341
H 7.134 -1.087 -1.833 0.428
H 5.202 0.403 -2.185 0.290
H 2.357 2.536 -0.380 0.299
H 2.753 4.834 -1.189 0.470
H 3.382 5.302 -3.570 0.410
H 3.528 3.360 -5.116 0.449
H 3.636 0.998 -4.234 0.275
O -1.836 0.523 0.830 -0.547
C -1.565 0.877 -0.272 0.385
N -1.118 1.018 -1.456 -0.316
```

=====

The following is a quantum chemistry calculation of C36H37N3O8P2S2Sn as an isolated structure, from the OMol25 dataset.

Properties
HOMO level (alpha / beta) ... -2.9 / -5.0 eV
⟨S²⟩ ... 0.775
Relative energy (zero: lowest compared OMol25 entry of this formula, charge and spin) ... 196.6 kJ/mol
Multiplicity ... 2
Net charge ... -1
LUMO energy (alpha / beta) ... 0.0835 / 0.0827 Eh

```
89
Properties=species:S:1:pos:R:3:mulliken_charge:R:1
Sn 0.259 -0.504 -0.735 0.657
C 0.686 -4.326 -1.034 -1.385
C 1.201 -3.553 0.154 0.455
C 2.418 -2.871 0.081 -0.325
C 2.893 -2.144 1.165 -0.354
C 2.151 -2.078 2.337 -0.271
C 0.937 -2.749 2.418 -0.443
C 0.472 -3.487 1.337 -0.140
H 0.310 -3.637 -1.798 0.039
H -0.143 -4.975 -0.753 0.327
H 1.479 -4.923 -1.487 0.513
H 3.010 -2.924 -0.827 0.382
H 3.851 -1.641 1.094 0.381
H 2.510 -1.506 3.187 0.399
H 0.350 -2.701 3.328 0.392
H -0.473 -4.016 1.414 0.296
N -0.677 1.556 -1.058 0.244
C -0.484 2.898 -0.495 -0.249
C -1.199 3.970 -1.017 -0.245
C -1.127 5.215 -0.417 -0.767
C -0.343 5.396 0.716 -0.768
C 0.406 4.343 1.209 -0.545
C 0.356 3.094 0.599 0.514
P 1.361 1.664 1.118 1.670
C 1.293 1.667 2.942 0.135
C 2.065 2.483 3.768 -0.320
C 1.878 2.454 5.142 -0.788
C 0.922 1.615 5.701 -0.763
C 0.170 0.780 4.887 -0.859
C 0.363 0.802 3.514 -0.149
C 3.059 2.248 0.764 0.291
C 3.324 3.142 -0.271 -0.765
C 4.632 3.500 -0.570 -0.659
C 5.688 2.963 0.153 -0.569
C 5.436 2.029 1.149 -0.832
C 4.131 1.663 1.444 -0.386
H -0.698 1.590 -2.074 0.086
H -1.605 1.248 -0.769 0.330
H -1.840 3.817 -1.880 0.466
H -1.702 6.041 -0.820 0.345
H -0.315 6.359 1.212 0.394
H 1.033 4.490 2.079 0.352
H 2.813 3.138 3.337 0.444
H 2.470 3.099 5.783 0.416
H 0.760 1.613 6.773 0.377
H -0.572 0.120 5.324 0.477
H -0.219 0.158 2.867 0.418
H 2.505 3.556 -0.847 0.406
H 4.827 4.198 -1.376 0.412
H 6.707 3.262 -0.068 0.377
H 6.259 1.581 1.695 0.422
H 3.934 0.918 2.207 0.582
C -3.481 -1.156 -5.876 -0.976
C -3.188 -0.211 -4.722 -0.131
O -1.842 0.310 -4.752 -0.438
P -0.631 -0.675 -4.262 0.193
S 0.825 0.832 -4.026 -0.335
S 2.006 -0.286 -2.717 -0.444
O -0.225 -1.373 -5.690 -0.183
C 0.147 -2.754 -5.698 -0.122
C 0.222 -3.214 -7.137 -1.309
H -4.544 -1.410 -5.890 0.417
H -2.909 -2.080 -5.771 0.181
H -3.207 -0.689 -6.823 0.267
H -3.358 -0.716 -3.765 0.086
H -3.834 0.662 -4.777 0.350
H -0.589 -3.345 -5.144 0.346
H 1.116 -2.880 -5.209 0.307
H -0.707 -2.978 -7.658 0.304
H 0.384 -4.294 -7.171 0.385
H 1.044 -2.715 -7.652 0.294
O -2.657 -3.405 -0.564 -0.740
C -2.402 -2.239 -0.280 -0.122
O -1.827 -1.388 -1.086 -0.293
C -2.732 -1.709 1.097 0.842
C -3.115 -2.584 2.108 -0.745
C -3.434 -2.051 3.367 -0.174
C -3.396 -0.697 3.629 -0.494
C -2.997 0.171 2.606 -0.697
C -2.658 -0.353 1.343 -0.181
N -2.886 1.534 2.823 0.980
O -2.378 2.242 1.877 -0.727
O -3.273 2.028 3.930 -0.824
N -3.822 -2.956 4.446 1.085
O -3.808 -4.147 4.232 -0.653
O -4.138 -2.488 5.519 -0.657
H -3.170 -3.646 1.929 0.572
H -3.663 -0.313 4.600 0.653
H -2.397 0.338 0.564 0.564
```

=====

Results for F_max: 1.6; 5.6; 1.6 (in eV/A, following the order of the records).